Density functional theory data (ωB97M-V/def2-TZVPD) for C11H16Cl2EuINO2P as an isolated structure at a distorted geometry.

CARTESIAN COORDINATES (ANGSTROEM)
1 C -4.1485 1.9657 -4.1490
2 C -3.3670 1.5821 -2.9043
3 H -4.8971 1.2261 -4.4668
4 H -3.5005 2.1437 -5.0346
5 H -4.6738 2.9445 -4.0637
6 O -3.3543 0.5576 -2.2250
7 I -2.0167 3.1561 -2.2239
8 Eu -1.6192 0.7720 -0.2049
9 P 0.7161 -1.2364 -0.8651
10 C 1.1081 -3.0378 -0.8771
11 C 0.5221 -0.9675 -2.6774
12 H 2.3699 0.4831 -0.6205
13 H 2.9902 -0.8529 -1.6620
14 H 2.9423 -1.0446 0.1220
15 C 2.4413 -0.6027 -0.7456
16 H 0.3531 0.1070 -2.8498
17 H 1.4517 -1.2752 -3.1770
18 H 1.8385 -3.2769 -1.6687
19 H 0.1758 -3.5999 -1.0467
20 H -0.3217 -1.5590 -3.0605
21 H 1.5262 -3.3104 0.1060
22 C -1.5244 -1.8337 1.1272
23 O -1.6266 -2.8940 1.5609
24 Cl 0.4633 2.3334 0.1454
25 Cl 0.7930 3.3606 5.0871
26 C 0.9087 1.8683 4.2712
27 C 1.8219 0.8863 4.6848
28 C 1.8969 -0.2968 3.9596
29 C 1.0218 -0.4918 2.8882
30 N 0.1214 0.4089 2.5485
31 C 0.0770 1.5878 3.1793
32 H 2.4565 1.0551 5.5539
33 H 2.5940 -1.0944 4.1879
34 H 1.0761 -1.4093 2.2956
35 H -0.6163 2.3449 2.8046

Summary:
**Net charge**: +2
**⟨S²⟩**: 12.095
**Orbital gap (spin up / spin down)**: 3.7 / 6.9 eV
**Multiplicity**: 7
**Molecular weight**: 575.00 g mol⁻¹
**Strongest force on any atom**: 0.074 Eh/bohr

These are the Löwdin partial charges, in e, on atoms 1 to 8:
1 C -0.071
2 C -0.752
3 H 0.108
4 H 0.118
5 H 0.113
6 O -0.150
7 I 0.976
8 Eu 1.496


Density functional theory data (ωB97M-V/def2-TZVPD) for C11H16Cl2N4SbSe4W as an isolated structure.

CARTESIAN COORDINATES (ANGSTROEM)
1 W -1.3216 0.0588 -0.4668
2 Se -1.4964 -1.9378 -1.5432
3 Sb -0.3883 -0.4385 -3.6931
4 Se -0.7549 1.7179 -2.1639
5 Se 1.8502 -1.1275 -3.6165
6 Se -2.1927 -0.3872 -5.1707
7 C 0.2848 -2.8175 1.3158
8 N 1.2739 -2.3128 0.3681
9 C 1.9837 -3.3314 -0.3981
10 C 1.5046 -1.0043 0.2118
11 N 0.4892 -0.1164 0.4017
12 N 2.7215 -0.5427 -0.0565
13 C 2.9278 0.7919 -0.6159
14 C 3.9416 -1.2743 0.2751
15 H 0.7866 -3.4649 2.0362
16 H -0.4775 -3.4024 0.8003
17 H -0.1938 -1.9974 1.8442
18 H 1.2419 -4.0296 -0.7893
19 H 2.6918 -3.8921 0.2137
20 H 2.4909 -2.8758 -1.2424
21 H 0.8215 0.7384 0.8371
22 H 3.7264 0.7360 -1.3532
23 H 3.2160 1.4970 0.1673
24 H 2.0297 1.1341 -1.1223
25 H 3.7307 -2.0511 1.0040
26 H 4.6477 -0.5702 0.7126
27 H 4.3924 -1.7142 -0.6147
28 Cl -4.1226 0.7938 -1.1973
29 C -3.7315 1.9126 0.0815
30 C -4.2727 3.1846 0.0712
31 C -3.9157 4.0626 1.0787
32 C -3.0067 3.6878 2.0624
33 C -2.4653 2.4215 2.0476
34 Cl -1.2842 1.9539 3.2101
35 C -2.8299 1.4818 1.0665
36 N -2.2985 0.1922 1.0215
37 H -4.9567 3.4803 -0.7109
38 H -4.3336 5.0597 1.0927
39 H -2.7101 4.3835 2.8346

Summary:
**Net charge**: +1
**Orbital gap**: 6.3 eV
**Multiplicity**: 1
**Molecular weight**: 896.62 g mol⁻¹
**Strongest force on any atom**: 0.014 Eh/bohr

These are the Löwdin partial charges, in e, on atoms 1 to 8:
1 W 0.753
2 Se 0.291
3 Sb -0.082
4 Se 0.141
5 Se 0.036
6 Se 0.024
7 C -0.051
8 N -0.153


Density functional theory data (ωB97M-V/def2-TZVPD) for C11H16Cl3GeInN3O3 as an isolated structure at a distorted geometry.

CARTESIAN COORDINATES (ANGSTROEM)
1 In 0.0473 0.0492 0.6420
2 C 4.4964 0.6783 0.0279
3 C 3.0762 0.8358 -0.4115
4 O 2.1683 0.1465 0.1085
5 N 2.8111 1.7286 -1.3605
6 C 1.4807 1.9392 -1.9132
7 C 0.6352 2.8325 -1.0352
8 C 0.5804 4.2012 -1.2336
9 C -0.1792 4.9864 -0.3797
10 C -0.8650 4.3823 0.6639
11 C -0.7700 3.0147 0.8038
12 N -0.0432 2.2520 -0.0327
13 H 4.5952 -0.2250 0.6220
14 H 4.7831 1.5339 0.6429
15 H 5.1678 0.6282 -0.8286
16 H 3.5754 2.2741 -1.7290
17 H 0.9941 0.9693 -2.0275
18 H 1.5911 2.3760 -2.9017
19 H 1.1250 4.6479 -2.0551
20 H -0.2354 6.0568 -0.5269
21 H -1.4600 4.9604 1.3569
22 H -1.2763 2.5005 1.6144
23 N -2.3846 0.0249 0.0558
24 C -2.9402 -1.2482 -0.4443
25 C -2.4606 -2.4351 0.3588
26 C -0.9330 -2.8623 -0.2437
27 O -0.9081 -4.0592 -0.3493
28 O -0.2076 -1.8854 -0.4608
29 H -2.8320 0.2630 0.9401
30 H -2.6112 0.7743 -0.5926
31 H -2.6718 -1.3529 -1.4950
32 H -4.0329 -1.2517 -0.4049
33 H -3.0973 -3.3089 0.2910
34 H -2.2112 -2.2108 1.3987
35 Cl -1.9637 -0.0347 3.8298
36 Ge 0.0975 -0.1367 3.3019
37 Cl 0.9723 -1.9457 3.9010
38 Cl 1.1484 1.5659 3.9600

Summary:
**Net charge**: +2
**⟨S²⟩**: 0.757
**Orbital gap (spin up / spin down)**: 9.2 / 5.9 eV
**Multiplicity**: 2
**Molecular weight**: 532.05 g mol⁻¹
**Strongest force on any atom**: 0.026 Eh/bohr

These are the Löwdin partial charges, in e, on atoms 1 to 8:
1 In 0.828
2 C 0.052
3 C -0.440
4 O -0.071
5 N 0.121
6 C -0.076
7 C -0.228
8 C 0.028


Density functional theory data (ωB97M-V/def2-TZVPD) for a 2-piece molecular cluster, C11H16N overall at a distorted geometry.

CARTESIAN COORDINATES (ANGSTROEM)
1 C 2.2893 1.7889 -0.2098
2 C 1.5602 0.8745 -0.5202
3 C -2.6741 -0.5838 0.3907
4 C -2.5847 0.4465 -0.6854
5 C -1.8512 -0.2054 1.3938
6 C -1.5614 1.3698 -0.1561
7 C -1.1396 0.9323 1.0388
8 C 3.1571 2.7003 0.5139
9 C -0.1970 -2.4826 -1.1197
10 C 0.9190 -1.4997 0.7996
11 C 0.7529 -0.1032 -1.1364
12 N 0.5515 -1.2841 -0.5179
13 H -3.0934 -1.5624 0.2515
14 H -3.5316 0.9390 -0.9686
15 H -1.5514 -0.7669 2.3743
16 H -1.1138 2.2212 -0.8646
17 H -0.3676 1.5184 1.5840
18 H 4.1212 2.2365 0.5883
19 H 2.7241 3.1024 1.3952
20 H 3.5995 3.4790 -0.1339
21 H -0.9255 -2.8008 -0.4484
22 H -0.7122 -1.9465 -1.9274
23 H 0.4861 -3.2862 -1.4916
24 H 1.2060 -2.5534 0.9541
25 H 1.7448 -0.9926 1.2055
26 H 0.0782 -1.2473 1.4544
27 H 0.4092 -0.0365 -2.1763
28 H -2.2957 -0.2573 -1.5878

Summary:
**Net charge**: +1
**Orbital gap**: 7.2 eV
**Multiplicity**: 1
**Molecular weight**: 162.26 g mol⁻¹
**Strongest force on any atom**: 0.084 Eh/bohr

These are the Löwdin partial charges, in e, on atoms 1 to 8:
1 C 0.014
2 C -0.005
3 C -0.087
4 C -0.190
5 C -0.148
6 C -0.125
7 C -0.157
8 C -0.047


Density functional theory data (ωB97M-V/def2-TZVPD) for a 2-piece molecular cluster, C11H16N overall at a distorted geometry.

CARTESIAN COORDINATES (ANGSTROEM)
1 C 0.8117 2.6295 0.2153
2 C 0.8642 1.4874 0.6563
3 C 0.8942 -0.8785 -1.8002
4 C -0.3162 -0.0672 -2.2574
5 C 0.3837 -2.0414 -1.2535
6 C -1.4688 -0.7996 -1.6290
7 C -1.0597 -1.9747 -1.1176
8 C 0.7930 4.0822 -0.1952
9 C 0.2412 -1.8715 1.9499
10 C -1.2010 0.0362 1.7141
11 C 1.0412 0.1727 1.0393
12 N 0.0430 -0.5641 1.4744
13 H 1.9107 -0.7423 -2.0502
14 H -0.3875 -0.4073 -3.3195
15 H 0.8645 -2.9544 -1.0595
16 H -2.5007 -0.4406 -1.5185
17 H -1.6200 -2.8185 -0.7441
18 H 1.0605 4.4345 0.8420
19 H -0.2923 4.3495 -0.3411
20 H 1.6665 4.2149 -0.8497
21 H -0.3768 -2.6031 1.3698
22 H 1.3108 -2.3376 1.7201
23 H -0.0323 -1.9160 2.9940
24 H -1.9019 -0.8352 1.5698
25 H -1.1264 0.3026 2.8285
26 H -1.2149 0.9308 1.1062
27 H 1.9059 -0.4039 0.7843
28 H -0.2927 1.0156 -2.1286

Summary:
**Net charge**: +1
**⟨S²⟩**: 2.021
**Orbital gap (spin up / spin down)**: 4.6 / 6.1 eV
**Multiplicity**: 3
**Molecular weight**: 162.26 g mol⁻¹
**Strongest force on any atom**: 0.084 Eh/bohr

These are the Löwdin partial charges, in e, on atoms 1 to 8:
1 C -0.048
2 C -0.059
3 C 0.038
4 C -0.111
5 C -0.043
6 C -0.018
7 C -0.048
8 C -0.062


Density functional theory data (ωB97M-V/def2-TZVPD) for C11H16N2O5Pt as an isolated structure at a distorted geometry.

CARTESIAN COORDINATES (ANGSTROEM)
1 Pt 0.3689 2.7451 -1.2850
2 C 0.3108 2.5528 0.6916
3 O 0.2602 2.5266 1.8766
4 C 0.3376 3.8883 -2.8626
5 O 0.3185 4.8668 -3.5477
6 C -1.4927 1.8766 -1.7445
7 O -2.4936 1.4149 -2.0781
8 C 2.2494 2.0014 -1.7028
9 O 3.2709 1.6037 -2.0653
10 C 0.4448 -0.8105 -3.9279
11 H 1.3609 -1.1423 -3.4599
12 H -0.4440 -1.1562 -3.4075
13 C 0.4042 0.3169 -4.6684
14 H -0.5065 0.9234 -4.6886
15 H 1.2940 0.9853 -4.6691
16 C 2.0447 -0.9572 0.7753
17 N 0.9041 -1.0631 1.6574
18 C 1.1435 -0.7372 3.0460
19 C -0.3608 -0.9266 1.0780
20 O -0.4781 -0.4451 -0.1037
21 N -1.4950 -1.3006 1.7702
22 C -1.5164 -1.8116 3.1178
23 C -2.7649 -1.2098 1.0931
24 H 2.8659 -1.5399 1.2060
25 H 2.3966 0.0778 0.6927
26 H 1.8212 -1.3413 -0.2267
27 H 0.4658 0.0540 3.3878
28 H 1.0580 -1.6146 3.6861
29 H 2.1626 -0.3628 3.1404
30 H -1.4050 -1.0091 3.8610
31 H -2.4897 -2.2637 3.2763
32 H -0.7505 -2.5771 3.2937
33 H -2.6412 -0.6828 0.1489
34 H -3.1681 -2.2035 0.9056
35 H -3.4759 -0.6788 1.7334

Summary:
**Net charge**: +2
**⟨S²⟩**: 2.039
**Orbital gap (spin up / spin down)**: 8.0 / 4.4 eV
**Multiplicity**: 3
**Molecular weight**: 451.34 g mol⁻¹
**Strongest force on any atom**: 0.175 Eh/bohr

These are the Löwdin partial charges, in e, on atoms 1 to 8:
1 Pt 0.989
2 C -0.196
3 O 0.125
4 C -0.188
5 O 0.167
6 C -0.138
7 O 0.176
8 C -0.159